No. 1
Entry from OMol25: a 8-piece molecular cluster, C33H58Br14F2NO4S2 overall in a non-equilibrium geometry (ωB97M-V/def2-TZVPD).

- HOMO energy (eV) = -11.011
- net charge = +1
- frontier orbital gap (eV) = 5.48

Structure (XYZ):
```
114
Properties=species:S:1:pos:R:3:forces:R:3
C 4.4247 -0.9335 0.5112 0.163 -0.788 0.966
C 4.2453 -1.6817 1.9740 -0.741 -0.296 -0.569
C 3.1128 -2.8620 1.7522 -0.394 1.143 0.323
C 1.6468 -2.1418 2.0899 0.212 -1.634 0.106
C 0.5396 -3.3513 2.0880 0.383 0.454 -0.514
C -0.0034 -3.6872 0.5525 0.289 -0.211 0.924
C -1.4030 -4.5234 0.7371 0.075 -0.622 0.159
C -2.6029 -4.0455 -0.3279 0.207 -0.875 0.421
C -3.7311 -3.2520 0.5515 -0.480 2.067 -0.597
C -3.7665 -1.6013 0.3274 -2.832 0.259 2.332
C -2.8076 -0.7727 -0.7235 0.503 0.042 0.109
C -1.4292 -0.2474 0.0652 -0.112 1.024 0.084
F -1.3043 -0.8505 1.4164 -0.346 1.005 -2.695
C -4.8222 -0.6599 1.1990 0.879 -4.783 0.246
C -4.8684 0.9947 1.0402 -1.965 3.042 -3.024
O -5.6450 1.5885 0.1245 5.363 -4.107 6.490
O -3.9636 1.7729 1.9486 -1.761 -3.304 -2.762
C -5.7866 -1.5075 2.2642 2.676 -1.169 -1.783
C -6.7951 -0.5644 3.1660 -1.284 0.438 -0.058
C -7.9465 0.1240 2.1655 -0.734 0.060 0.598
F -6.0643 0.5208 3.9242 -1.192 -2.719 -2.178
C -5.6770 -3.1515 2.3445 0.790 3.996 0.125
S -6.9023 -3.9205 3.5956 1.026 0.165 -1.015
N -4.6828 -3.9951 1.5148 0.092 6.341 -0.824
S -4.7459 -5.7062 1.7647 -2.424 -9.460 -1.978
C -4.1687 -6.0385 3.5609 -0.468 0.313 0.864
O -6.1841 -6.3138 1.5017 4.648 4.009 1.600
O -3.8310 -6.6089 0.9245 -1.372 4.328 2.188
H 4.8745 -1.7345 -0.2180 -0.710 1.744 1.276
H 3.3476 -0.6774 0.1208 2.178 -0.176 0.687
H 5.1245 0.0061 0.6197 -1.644 -2.032 -0.532
H 5.2429 -2.1368 2.3940 -1.874 1.054 -0.948
H 3.7821 -0.9243 2.7651 1.230 -1.582 -1.614
H 3.0860 -3.2362 0.6330 0.202 0.772 2.206
H 3.2831 -3.8067 2.4418 -0.429 2.040 -1.263
H 1.3692 -1.3389 1.2676 0.640 -1.572 1.811
H 1.6679 -1.6501 3.1739 0.061 -0.972 -2.445
H -0.3233 -3.0427 2.8234 1.394 -0.776 -1.617
H 1.0573 -4.3466 2.4705 -1.191 2.112 -0.569
H -0.1440 -2.7205 -0.0991 0.145 -1.719 1.441
H 0.8641 -4.3078 0.0217 -2.134 1.113 1.042
H -1.2236 -5.6974 0.6222 -0.624 3.103 0.234
H -1.7684 -4.3710 1.8543 0.652 -0.210 -2.347
H -3.0498 -4.9734 -0.9328 0.695 2.042 1.755
H -2.0394 -3.4071 -1.1310 -1.675 -0.627 1.744
H -2.5471 -1.3796 -1.7145 -0.553 1.082 2.466
H -3.3077 0.2333 -1.1288 0.571 -2.453 1.130
H -0.4541 -0.4172 -0.5620 -1.901 -0.082 1.421
H -1.5063 0.9315 0.2375 0.066 -2.681 -0.239
H -3.2183 1.1760 2.2745 -1.458 0.676 -0.464
H -7.4092 -1.1337 3.9810 1.772 0.816 -1.588
H -7.8988 1.3101 2.1850 0.271 -2.659 -0.182
H -7.9187 -0.3207 1.0813 0.199 1.069 2.113
H -9.0222 -0.1443 2.6053 2.465 0.477 -0.864
H -6.4540 -3.7003 4.9085 0.407 0.323 -1.498
H -4.1891 -5.0266 4.1702 0.004 -2.219 -1.228
H -4.9372 -6.8398 3.9786 1.390 1.961 -1.073
H -3.0821 -6.5029 3.5475 -2.531 1.289 -0.438
Br -4.3817 4.7965 -5.2227 -0.050 -0.119 0.077
C -4.9937 4.2445 -3.4545 -0.016 0.232 -0.101
C -3.9308 3.4519 -2.7306 -0.059 -0.007 0.295
Br -3.8243 1.6265 -3.4109 0.092 0.068 -0.088
H -5.9260 3.6908 -3.5980 0.301 0.069 0.079
H -5.2082 5.1766 -2.9244 0.096 -0.208 -0.022
H -4.1826 3.3458 -1.6716 -0.042 0.036 -0.182
H -2.9304 3.8843 -2.8202 -0.258 -0.077 -0.059
Br -0.4042 -7.7776 0.3333 0.347 -0.630 0.019
C 0.0404 -8.6583 2.0163 0.027 -0.114 -0.205
C -1.0448 -8.4496 3.0463 0.051 -0.239 0.207
Br -0.9601 -6.6554 3.8081 0.845 -0.142 0.073
H 1.0157 -8.2748 2.3293 -0.305 -0.072 -0.010
H 0.1356 -9.7185 1.7656 -0.081 0.180 0.116
H -0.9063 -9.1250 3.8952 0.031 0.121 -0.171
H -2.0540 -8.5785 2.6457 0.260 0.045 -0.041
Br 4.9139 0.6545 -3.0244 -0.110 -0.003 0.059
C 4.5465 2.4866 -2.4636 -0.008 -0.017 -0.235
C 5.7467 3.1012 -1.7825 -0.002 0.252 0.104
Br 5.9394 2.4390 0.0426 0.104 0.229 -0.127
H 3.6565 2.4536 -1.8287 0.296 0.060 -0.096
H 4.3092 3.0237 -3.3861 0.078 -0.031 0.189
H 5.6205 4.1827 -1.6800 -0.035 -0.183 -0.017
H 6.6897 2.8968 -2.2970 -0.292 -0.048 0.094
Br 3.9042 -2.6800 -5.3563 0.039 0.148 0.018
C 4.2465 -1.2265 -6.6118 -0.232 -0.046 -0.049
C 5.3518 -1.5860 -7.5766 0.203 0.152 -0.099
Br 7.1033 -1.4452 -6.7287 -0.118 -0.088 -0.048
H 4.4627 -0.3348 -6.0164 0.036 -0.233 -0.146
H 3.3019 -1.0822 -7.1435 0.183 -0.057 0.034
H 5.3823 -0.8782 -8.4097 -0.078 -0.096 0.174
H 5.2697 -2.6023 -7.9717 -0.054 0.253 0.172
Br 3.6671 6.2966 -0.7733 0.004 -0.117 0.020
C 4.2355 6.2598 1.0926 -0.147 0.060 0.114
C 5.3972 7.1960 1.3291 0.249 -0.144 0.100
Br 7.0660 6.4327 0.6662 -0.079 0.067 -0.083
H 4.4607 5.2178 1.3371 0.055 0.270 -0.094
H 3.3592 6.5805 1.6627 0.172 0.023 -0.081
H 5.5599 7.3464 2.4001 -0.071 -0.125 -0.361
H 5.2767 8.1685 0.8440 -0.041 -0.265 0.141
Br 0.3589 2.4310 -3.4593 0.077 0.043 0.001
C -0.2076 3.0638 -5.2157 -0.221 0.101 0.091
C -0.4851 1.9094 -6.1497 0.019 -0.013 -0.265
Br 1.1726 1.1270 -6.8179 -0.090 -0.015 0.112
H 0.5730 3.7383 -5.5789 -0.172 -0.263 0.053
H -1.1196 3.6378 -5.0301 0.090 -0.140 -0.096
H -1.0161 2.2536 -7.0416 0.080 0.015 0.209
H -1.0539 1.1005 -5.6829 0.150 0.277 -0.028
Br 4.3374 9.1636 3.8867 -0.046 0.185 0.200
C 5.5742 10.6452 4.1710 -0.083 0.052 0.220
C 5.4246 11.6965 3.0966 0.182 0.146 -0.134
Br 6.2727 11.1321 1.4327 -0.132 -0.004 0.072
H 6.5792 10.2167 4.2223 -0.257 0.153 -0.113
H 5.3081 11.0534 5.1501 0.029 -0.033 -0.202
H 5.9432 12.6162 3.3816 -0.083 -0.203 0.025
H 4.3829 11.9303 2.8601 0.248 -0.139 0.129
```
Positions in Å, forces in eV/Å.

No. 2
Entry from OMol25: one molecule with the formula C4H5NO in a non-equilibrium geometry (ωB97M-V/def2-TZVPD).

- ΔE to the lowest compared entry with this formula, charge and spin (kcal per mole) = 70.2
- HOMO energy (eV) = -9.471
- net charge = 0
- frontier orbital gap (eV) = 10.35

Structure (XYZ):
```
11
Properties=species:S:1:pos:R:3:forces:R:3
C -1.2679 -0.4423 -0.1704 -2.498 1.496 2.710
C -0.4131 0.6143 0.3396 5.811 0.286 -1.530
O 0.5034 0.3434 1.3705 -1.028 -0.377 1.111
C 1.2910 0.4778 0.2345 -2.850 2.175 -0.326
C 1.6032 -0.6346 -0.5249 0.150 0.711 1.092
N 1.7459 -1.5733 -1.1335 0.534 -2.585 -1.808
H -1.9841 -0.1144 0.7127 -0.227 -1.733 -1.681
H -1.7668 -0.2372 -1.1103 0.153 0.049 -0.047
H -0.9613 -1.4524 -0.0207 0.390 -0.478 0.009
H -0.6368 1.6430 0.1500 -0.468 0.465 0.394
H 1.8865 1.3757 0.1524 0.033 -0.011 0.076
```
Positions in Å, forces in eV/Å.

No. 3
Entry from OMol25: a 2-piece molecular cluster, C2H3FS overall in a non-equilibrium geometry (ωB97M-V/def2-TZVPD).

- ΔE to the lowest compared entry with this formula, charge and spin (kcal per mole) = 61.8
- HOMO energy (eV) = -9.678
- net charge = 0
- frontier orbital gap (eV) = 10.27

Structure (XYZ):
```
7
Properties=species:S:1:pos:R:3:forces:R:3
C -1.5029 0.7333 -0.4633 0.111 -0.085 -1.053
C -0.5556 0.8310 -1.1977 0.347 0.279 -1.100
F 0.3899 0.9892 -2.1092 -1.159 -0.275 1.740
H -2.5309 0.5895 -0.1685 0.713 0.087 0.404
S 1.2516 -1.5621 1.7481 0.672 2.091 -0.254
H 1.6750 -0.2074 1.7648 -0.501 -1.597 0.503
H 1.2729 -1.3735 0.4258 -0.185 -0.499 -0.240
```
Positions in Å, forces in eV/Å.

No. 4
Entry from OMol25: one molecule with the formula C4H5NOS in a non-equilibrium geometry (ωB97M-V/def2-TZVPD).

- ΔE to the lowest compared entry with this formula, charge and spin (kcal per mole) = 27.2
- HOMO energy (eV) = -9.336
- net charge = 0
- frontier orbital gap (eV) = 8.19

Structure (XYZ):
```
12
Properties=species:S:1:pos:R:3:forces:R:3
C -0.3068 2.1329 0.0158 0.407 1.289 -0.358
C 0.0857 0.8734 -0.0282 -0.095 -1.359 0.460
C 1.5230 0.5407 0.0222 0.405 0.015 0.154
S 2.1980 -0.9351 -0.0180 -0.428 0.537 0.019
N -0.7991 -0.2233 -0.0269 0.368 -0.833 0.731
C -2.1885 -0.2220 -0.0374 1.678 0.539 0.240
O -2.8055 -1.2399 0.0185 -0.834 -0.631 0.062
H 0.3792 2.9725 -0.0488 0.168 -0.372 0.109
H -1.3287 2.4203 0.0223 -0.721 0.088 0.051
H 2.1703 1.4211 0.1688 -0.342 -0.301 -0.232
H -0.4244 -1.0993 0.3860 -0.099 0.737 -0.915
H -2.6063 0.7798 -0.0354 -0.505 0.292 -0.320
```
Positions in Å, forces in eV/Å.

No. 5
Entry from OMol25: a 2-piece molecular cluster, C4H15N2OS overall in a non-equilibrium geometry (ωB97M-V/def2-TZVPD).

- ΔE to the lowest compared entry with this formula, charge and spin (kcal per mole) = 50.8
- HOMO energy (eV) = -12.064
- net charge = +1
- frontier orbital gap (eV) = 9.02

Structure (XYZ):
```
23
Properties=species:S:1:pos:R:3:forces:R:3
N -1.4392 -0.1077 0.9498 -2.045 -3.767 1.300
C -0.1154 -0.5985 0.4974 -1.605 -2.725 -2.933
C 0.9237 0.4673 0.3701 1.035 2.650 0.379
C 2.3949 -0.0040 0.3533 -0.210 -2.178 0.462
S 3.5795 1.1762 -0.2738 0.987 -0.040 -0.269
C -0.3814 -1.1561 -1.0609 1.299 -1.968 2.696
N -1.4095 -2.2520 -0.9754 0.918 -2.298 -2.766
H -1.4841 0.0250 1.9583 0.365 0.523 0.115
H -2.2068 -0.9487 0.8487 2.230 2.330 -0.662
H -1.6856 0.7416 0.4941 -0.702 1.475 -0.682
H -0.0467 -1.5617 1.1115 1.163 1.513 -0.714
H 0.9313 1.1560 1.2644 -0.303 -0.655 -0.570
H 0.7118 1.2434 -0.4995 0.265 -2.033 1.298
H 2.7200 -0.8854 -0.2505 -1.127 0.631 -0.626
H 2.5743 -0.5865 1.3077 0.205 1.747 -0.062
H 3.1189 2.4072 -0.0433 -0.540 -0.084 0.577
H -0.7155 -0.3950 -1.7178 -0.290 0.991 -0.375
H 0.6644 -1.4856 -1.3654 -1.443 0.258 0.075
H -1.9600 -2.3110 -1.8965 0.718 0.802 1.781
H -0.9380 -3.2430 -1.1299 -0.804 2.597 1.098
H -0.9531 2.9399 -0.0178 2.681 2.427 -1.311
H -2.5947 2.9014 -0.1506 3.689 -1.113 1.208
O -1.6887 2.4771 0.2261 -6.487 -1.082 -0.021
```
Positions in Å, forces in eV/Å.

No. 6
Entry from OMol25: an isolated ion of composition C6H11N2O2 and charge +1 in a non-equilibrium geometry (ωB97M-V/def2-TZVPD).

- ΔE to the lowest compared entry with this formula, charge and spin (kcal per mole) = 167.0
- HOMO energy (spin up / spin down) (eV) = -13.265 / -13.273
- net charge = +1
- frontier orbital gap (spin up / spin down) (eV) = 7.57 / 7.33

Structure (XYZ):
```
21
Properties=species:S:1:pos:R:3:forces:R:3
C -1.9554 1.4523 -0.0218 -0.372 2.786 3.502
N -1.1305 0.3337 -0.1871 1.861 -1.128 0.239
C -1.5553 -0.7739 0.2401 1.899 -1.510 -0.421
N -2.6998 -1.2613 0.5550 -0.719 -3.411 1.117
C 0.2339 0.4081 -0.8243 0.112 0.587 -0.449
C 1.2032 -0.6309 -0.1212 -0.106 2.856 1.650
O 0.5307 -1.7592 -0.1620 -0.764 -0.097 0.385
C 2.6753 -0.3686 -0.7666 -0.447 -1.129 2.366
O 3.0083 0.4401 0.3561 -0.425 -0.156 -0.104
C 1.9263 -0.0336 1.2245 0.748 -0.769 -2.285
H -1.3595 2.3498 0.2399 -0.222 -0.567 -0.061
H -2.4145 1.6517 -0.8973 -1.669 0.806 -3.034
H -2.7689 1.3668 0.7708 1.281 -0.358 -0.847
H -3.5713 -0.9916 0.1056 0.135 0.255 -0.045
H -2.7421 -2.2742 0.9766 0.273 2.703 -0.879
H 0.5235 1.5018 -1.0173 -0.255 -1.755 0.695
H 0.1664 -0.1530 -1.7430 -0.419 0.510 -0.800
H 3.1878 -1.3182 -0.7123 0.212 -0.455 -0.064
H 2.8779 0.0678 -1.7049 -0.345 0.814 -1.133
H 1.5967 0.8109 1.7986 -0.822 0.306 0.128
H 2.2675 -0.8186 1.8905 0.043 -0.289 0.039
```
Positions in Å, forces in eV/Å.

Q: What is the net charge in the first record?
A: +1

Q: Look up the net charge of the first one.
A: +1